(1)
The following is a DFT calculation (wB97M-V/def2-TZVPD) of 2 unconnected molecules or ions with the total composition C2H6ClFSi.

DFT total energy, a.u.: -929.354930
Energy relative to the best compared isomer or geometry (same formula, charge and spin), eV: 3.5380
HOMO-LUMO gap, eV: 10.58
E_LUMO, eV: 0.215

Positions of all 11 atoms, in Å:
Cl  -2.92963  -0.17884  -0.15582
Si  -1.04942  0.10819  0.14487
F  -1.05163  2.54363  0.52666
C  -0.03190  -0.67410  1.56522
C  -0.40301  0.28975  -1.55077
H  -1.16269  0.76520  -2.23822
H  -0.11179  -1.76570  1.43542
H  1.00212  -0.32725  1.68417
H  0.57331  0.75180  -1.47971
H  -0.51111  -0.42578  2.52914
H  -0.41518  -0.61484  -2.23097

(2)
The following is a DFT calculation (wB97M-V/def2-TZVPD) of a molecular structure, ClO4PdSe2Te2.

DFT total energy, a.u.: -6227.319149
Spin multiplicity: 5
Expectation value of S²: 6.078
Charge: +1
HOMO-LUMO gap (alpha / beta), eV: 6.38 / 6.39
E_LUMO (alpha / beta), eV: -6.794 / -7.558

Positions of all 10 atoms, in Å:
Te  -2.83128  0.14627  0.11915
Te  -1.49604  2.72932  -1.36990
Pd  -0.03867  1.01149  -0.11390
Se  -2.66756  -1.54948  -1.45544
Se  0.86151  3.07488  -1.09157
Cl  1.26735  -1.13512  0.84467
O  1.95898  0.10390  1.14491
O  2.07431  -2.27190  0.89880
O  0.07620  -1.20114  1.62841
O  0.79518  -0.90822  -0.60514

(3)
The following is a DFT calculation (wB97M-V/def2-TZVPD) of a molecular structure, C20H37Br18NOSi.

DFT total energy, a.u.: -47535.844486
HOMO-LUMO gap, eV: 9.24
E_LUMO, eV: -0.145

Positions of all 78 atoms, in Å:
Br  3.16316  -7.12515  -1.41997
Br  -3.60497  -6.07977  -0.32419
Br  1.50888  3.79193  -7.50756
Br  -5.95807  5.39579  2.03768
Br  -6.07967  -5.25878  -2.13914
Br  1.14600  1.64181  -9.82507
Br  -3.37338  5.08318  3.88840
Br  0.76826  6.11227  4.91706
Br  1.98437  -6.19049  1.38045
Br  5.40423  4.85197  1.78879
Br  -3.76029  3.10972  1.44270
Br  3.38929  1.23338  -7.60479
Br  -6.28803  -5.04895  1.02843
Br  0.19843  -5.99108  -1.27070
Br  2.51947  3.63048  2.32934
Br  -1.80082  6.05919  6.77513
Br  4.66167  3.72898  4.67351
Br  1.05567  5.33637  7.99484
Si  2.06636  1.08100  -1.06374
O  -1.80092  1.44307  1.24225
N  3.89447  -0.04435  -4.47984
C  0.93301  -2.55300  0.87531
C  -2.78217  -1.26138  -0.98064
C  -4.09815  4.88156  2.11334
C  1.48890  -0.09475  1.51140
C  3.48335  1.04743  -2.33597
C  -1.62543  -2.37635  1.08677
C  -2.14812  -2.51061  -0.35339
C  1.43555  -1.56269  1.95301
C  1.74453  0.93735  -4.29849
C  2.60446  0.09564  0.44416
C  -2.69545  1.03262  0.21265
C  3.10542  0.61822  -3.73893
C  -0.07117  5.29344  6.44062
C  2.38950  2.50531  -8.63772
C  4.00701  4.58490  3.08214
C  -2.05066  0.89999  2.52794
C  -5.52064  -5.99997  -0.45621
C  -2.00622  0.05960  -0.78006
C  -0.36900  -3.25208  1.29687
C  1.58592  -6.95080  -0.33789
H  -2.86604  0.17509  2.53815
H  2.96642  -0.86427  0.06937
H  2.47490  -1.81559  2.18073
H  -2.26476  1.68357  3.25648
H  4.21786  0.32454  -1.97560
H  1.20924  -7.94663  -0.15752
H  -1.37122  -2.94332  -0.98817
H  1.69117  -3.33301  0.79289
H  -0.27404  -3.42335  2.37247
H  -3.55912  5.56415  1.47317
H  -1.15000  0.37822  2.86224
H  1.80414  0.49789  2.37147
H  0.51925  0.24834  1.14760
H  0.85904  -2.08405  -0.11015
H  -1.95188  0.55314  -1.74731
H  -3.82737  -1.18236  -0.67366
H  -0.23132  4.25489  6.18963
H  1.82872  2.48222  -0.63612
H  -1.32540  -1.36022  1.34010
H  -5.88918  -7.01409  -0.41320
H  1.39582  1.90678  -3.94217
H  3.93772  2.04022  -2.33535
H  -2.93829  -3.26151  -0.31226
H  -2.93423  1.90587  -0.38832
H  -1.02468  -0.17714  -0.38247
H  3.43119  0.66304  0.87579
H  1.04409  0.14417  -4.04253
H  4.76808  -0.21784  -3.98316
H  0.88008  -1.69256  2.88399
H  -0.48624  -4.22059  0.80225
H  3.08980  3.05034  -9.25302
H  -3.64555  0.63506  0.57565
H  -2.37951  -2.73288  1.78994
H  0.81087  0.52719  -1.60429
H  -2.81822  -1.44439  -2.05803
H  1.85684  0.96252  -5.37898
H  3.64705  5.56152  3.37194

(4)
The following is a DFT calculation (wB97M-V/def2-TZVPD) of 2 unconnected molecules or ions with the total composition C4H11IN.

DFT total energy, a.u.: -511.074894
Energy relative to the best compared isomer or geometry (same formula, charge and spin), eV: 3.1657
Charge: +1
HOMO-LUMO gap, eV: 9.65
E_LUMO, eV: -3.995

Positions of all 17 atoms, in Å:
I  -3.33202  -0.01710  0.02955
N  -0.21160  0.06752  0.04187
C  1.02608  -0.68992  -0.51800
C  -0.31566  -0.11141  1.51471
C  -0.03184  1.57372  -0.37548
C  -1.31808  -0.52373  -0.77750
H  -1.22571  -0.29835  -1.79307
H  -0.68054  2.34760  0.21359
H  -1.26792  0.27981  1.88906
H  0.98386  1.89993  -0.32418
H  0.35844  0.36681  2.12903
H  -0.45971  1.57586  -1.37472
H  -0.35063  -1.20218  1.85198
H  0.99199  -0.73086  -1.57105
H  1.82555  -0.00484  -0.20952
H  -1.10490  -2.12028  -0.56369
H  1.05385  -1.62457  -0.08239

(5)
The following is a DFT calculation (wB97M-V/def2-TZVPD) of a molecular structure, C3H3NOS.

DFT total energy, a.u.: -644.215016
Energy relative to the best compared isomer or geometry (same formula, charge and spin), eV: 1.9569
HOMO-LUMO gap, eV: 8.03
E_LUMO, eV: -0.966

Positions of all 9 atoms, in Å:
S  -0.63846  -1.78563  0.20214
O  -2.51801  0.72326  -0.09932
N  0.97377  0.50068  0.13852
C  -0.14200  1.09441  0.22759
C  -1.42104  0.41530  0.15384
C  0.98385  -0.89586  -0.08731
H  0.96081  -0.95420  -1.32712
H  -0.02720  2.23344  0.37976
H  1.82829  -1.33139  0.41191

(6)
The following is a DFT calculation (wB97M-V/def2-TZVPD) of 2 unconnected molecules or ions with the total composition CH7NOSi2.

DFT total energy, a.u.: -751.104262
Energy relative to the best compared isomer or geometry (same formula, charge and spin), eV: 4.2947
HOMO-LUMO gap, eV: 11.72
E_LUMO, eV: 0.458

Positions of all 12 atoms, in Å:
Si  2.31663  0.69717  0.02251
Si  -1.50046  -1.50482  -0.04517
O  -2.47966  -0.18143  0.12475
N  -2.07304  1.05996  0.02116
C  -1.66904  2.13850  -0.08443
H  -2.51458  -2.49953  -0.35517
H  -0.37316  -1.33708  -1.22434
H  3.20929  -0.13080  -0.75594
H  2.71798  0.51442  1.43664
H  0.85209  0.61566  -0.09275
H  -0.90372  -1.61141  1.29482
H  2.41768  2.23935  -0.34208

> Which value of DFT total energy does entry 6 give?

-751.104262 a.u.

> Among the records above, which one has the highest DFT total energy?

C4H11IN

> DFT total energy of number 3 (C20H37Br18NOSi)?

-47535.844486 a.u.

> Number 6 is which compound?

CH7NOSi2